{"formula": "CH13NSi4", "method": "the ωB97M-V functional and the def2-TZVPD basis", "elements": ["C", "N", "Si", "Si", "Si", "Si", "H", "H", "H", "H", "H", "H", "H", "H", "H", "H", "H", "H", "H"], "positions_angstrom": [[1.522, -0.301, -1.172], [-0.969, -1.403, 0.186], [-1.949, -0.286, 0.995], [-1.714, -2.296, -1.069], [2.019, 2.671, 1.105], [0.763, -0.879, 0.467], [0.816, 0.352, -1.607], [2.471, 0.222, -1.303], [1.519, -1.232, -1.638], [-1.197, 0.834, 1.862], [-2.789, 0.392, 0.055], [-2.659, -1.210, 1.883], [-3.114, -2.804, -0.774], [-0.708, -3.441, -0.993], [-2.084, -1.309, -2.067], [1.985, 3.381, 2.395], [2.968, 3.400, 0.063], [2.394, 1.271, 1.188], [0.726, 2.637, 0.426]], "forces_ev_per_angstrom": [[-0.062, 1.102, 1.320], [2.578, 1.082, -0.332], [0.156, 0.762, 2.321], [-0.214, -1.006, 0.858], [0.950, 0.971, -1.503], [-0.129, -0.304, 1.010], [-1.193, 0.547, -1.008], [0.177, -0.471, 0.641], [0.119, -1.728, -1.667], [-0.570, -1.223, -1.014], [-0.680, 0.532, -0.528], [-0.654, 0.414, 0.443], [0.668, -0.036, 0.276], [-0.694, 0.323, -1.198], [0.446, -0.082, -1.159], [-0.006, -0.066, -0.010], [-0.784, -0.668, 1.179], [0.372, -0.299, 0.326], [-0.481, 0.150, 0.044]], "lowdin_charge": [-0.3251, -0.6723, 0.3394, 0.4266, 0.5418, 0.6144, 0.0013, 0.0250, -0.0246, -0.0487, -0.0805, -0.0660, -0.0695, -0.0437, -0.0782, -0.1284, -0.0914, -0.1830, -0.1371], "energy_ev": -34245.6018, "relative_energy_kcal_mol": 67.7}